[1]
Computed, not measured: the molecule C13H21N3O, with ωB97M-V/def2-TZVPD.

Gap between HOMO and LUMO: 8.718 eV
Spin multiplicity: 1
Total energy: -20335.7422 eV
Energy relative to the best compared isomer or geometry (same formula, charge and spin): 110.6 kcal per mole
Structure (SMILES): C[C@@H](C#CCN1CCCC1)N1CCN(C)C1=O

Geometry as XYZ:
```
38
Properties=species:S:1:pos:R:3:forces:R:3:nbo_charge:R:1
O 1.80460 0.84457 2.96583 -2.9 -0.7 -0.3 -0.66
N -0.56084 0.91479 2.52927 0.7 -0.8 0.3 -0.46
N 0.38393 -0.72692 3.85587 -1.1 1.7 -2.4 -0.45
N 0.84594 -0.26114 -3.11838 0.0 -1.4 -0.3 -0.45
C -0.64359 1.91137 1.41695 0.5 -0.5 -1.0 -0.07
C 0.51464 -1.70155 -3.22759 1.1 -0.1 -0.7 -0.21
C -0.15638 1.27380 0.09094 1.5 -1.1 -2.0 -0.06
C 1.40121 -1.62322 4.19340 0.5 -2.4 0.4 -0.40
C -0.93768 -0.43937 -4.82619 2.9 -0.7 3.4 -0.40
C 0.46235 0.78871 -0.88412 -1.8 1.4 3.6 -0.03
C 0.64246 0.37365 3.06066 2.5 1.9 -0.2 0.79
C -0.00288 0.55199 -4.03768 1.4 -3.6 -0.9 -0.21
C 0.14321 3.27642 1.59302 1.9 -2.7 1.3 -0.60
C -1.62090 -0.13836 2.66956 1.8 1.1 1.1 -0.21
C -0.96006 -1.13725 3.67708 -3.0 0.2 1.0 -0.21
C -0.84235 -1.67592 -3.81798 -0.1 0.6 -3.0 -0.40
C 1.43738 0.32079 -1.93045 -1.5 -0.6 0.3 -0.27
H -1.55402 -1.56710 -3.08496 -1.8 0.5 1.8 0.19
H -1.92928 -0.13402 -4.72737 -1.6 0.7 -0.8 0.21
H 0.02623 3.55178 2.61997 -0.4 0.6 0.6 0.22
H 2.21105 -0.29060 -1.41754 -0.6 0.0 -0.6 0.23
H -1.16595 -2.47612 -4.44503 0.2 -1.3 0.0 0.20
H 0.68097 0.97825 -4.69130 1.1 1.3 -1.5 0.18
H -0.53134 -0.68650 -5.80192 -0.4 0.1 -0.1 0.21
H 1.28035 3.20565 1.49721 -1.6 -0.4 -0.2 0.24
H 1.17973 -2.65135 3.73049 0.3 1.2 0.7 0.18
H -0.52546 1.28054 -3.57848 -1.9 2.4 1.9 0.18
H 1.90905 1.20740 -2.24476 1.0 1.2 -0.4 0.22
H 0.55570 -2.20010 -2.25283 0.0 0.1 -0.1 0.20
H -1.52443 -1.04807 4.66275 0.6 -0.5 -1.0 0.19
H -1.73673 -0.73231 1.78706 -0.6 0.3 -1.0 0.19
H -2.52796 0.33175 3.06693 0.1 -0.4 -0.4 0.21
H -1.17715 -2.12304 3.20665 0.9 0.2 0.8 0.19
H -0.20950 3.99654 0.92563 -0.7 1.1 -1.0 0.21
H -1.74089 2.17078 1.40961 1.1 -0.3 -0.4 0.22
H 2.37196 -1.30795 3.77835 -0.4 0.2 0.6 0.25
H 1.34365 -1.71869 5.29561 0.9 -0.3 -0.5 0.20
H 1.15294 -2.33922 -3.94620 -0.1 1.2 1.0 0.17
```
Positions in Å, forces in eV/Å.

---

[2]
Computed, not measured: the molecule C4H10N2OS, with ωB97M-V/def2-TZVPD.

Gap between HOMO and LUMO: 9.395 eV
Spin multiplicity: 1
Total energy: -20170.4758 eV
Energy relative to the best compared isomer or geometry (same formula, charge and spin): 79.5 kcal per mole
Structure (SMILES): C=NS[C@@H](CN)CO

Geometry as XYZ:
```
18
Properties=species:S:1:pos:R:3:forces:R:3:nbo_charge:R:1
S -0.84847 1.29300 -0.13861 -0.5 0.8 1.0 0.42
O -0.02086 -1.75004 1.49158 -0.7 -0.4 -0.9 -0.71
N 0.41344 0.19613 -2.33800 1.3 0.4 -1.8 -0.89
N 0.18011 1.23361 1.20257 2.0 1.6 1.5 -0.64
C 0.34387 -0.76913 -1.21373 3.8 1.1 0.2 -0.24
C -0.91041 -0.51669 -0.51268 -0.1 1.1 0.1 -0.36
C 0.86095 2.20671 1.76649 -0.1 -0.6 -1.3 -0.08
C -1.10730 -1.36276 0.67862 -2.4 -1.6 0.7 -0.08
H -1.50750 -2.32232 0.20539 0.2 0.9 1.1 0.18
H -1.78817 -0.67356 -1.14224 0.0 0.4 -0.1 0.24
H 0.52360 -1.85296 -1.56596 -0.3 1.8 0.6 0.22
H 1.06617 -0.07467 -3.11129 -0.8 0.1 1.2 0.37
H 1.68513 2.04222 2.51224 -1.3 -0.9 -0.4 0.18
H 0.66293 1.19276 -2.09358 -0.4 -1.9 0.0 0.38
H 1.14624 -0.40302 -0.36059 -1.3 -1.7 -2.1 0.19
H -1.92049 -0.80735 1.25544 0.7 -1.2 -0.2 0.17
H 0.94876 3.30031 1.50867 -1.0 -1.0 -0.4 0.16
H 0.27199 -0.93224 1.85565 0.8 1.1 0.7 0.48
```
Positions in Å, forces in eV/Å.

---

[3]
Computed, not measured: C5H8O as an isolated structure, with ωB97M-V/def2-TZVPD.

Gap between HOMO and LUMO: 8.782 eV
Spin multiplicity: 1
Total energy: -7356.8163 eV
Energy relative to the best compared isomer or geometry (same formula, charge and spin): 125.4 kcal per mole

Geometry as XYZ:
```
14
Properties=species:S:1:pos:R:3:forces:R:3:nbo_charge:R:1
O -0.56363 0.57434 1.75033 -0.2 -0.2 0.1 -0.71
C 0.98630 -0.05329 -0.08822 0.2 0.0 0.0 -0.26
C 0.26717 -0.39236 1.17620 0.2 -0.2 -0.1 0.08
C 0.36966 1.03558 -0.94090 0.0 -0.3 0.5 -0.42
C -1.12231 -0.45724 -0.98076 0.7 1.6 -0.2 -0.34
C -0.10283 -1.11255 -0.09382 0.2 -0.1 -0.2 -0.33
H -1.90135 0.06743 -0.41382 0.0 -0.1 -0.2 0.17
H -1.37350 0.13181 2.04263 0.2 0.2 0.0 0.47
H 0.09047 -2.17808 -0.21038 -0.1 0.2 0.2 0.22
H -0.59931 0.41116 -1.70695 -0.2 -0.6 0.0 0.25
H 2.04663 -0.27913 -0.17064 -0.2 0.1 0.1 0.22
H 0.07760 1.95206 -0.42004 -0.1 -0.3 -0.1 0.23
H 0.97061 1.27677 -1.83401 -0.5 -0.3 0.2 0.23
H 0.85448 -0.97649 1.89037 -0.1 0.2 -0.2 0.18
```
Positions in Å, forces in eV/Å.

---

| no. | largest force on an atom (hartree/bohr) | HOMO level (eV) |
| --- | --- | --- |
| 1 | 0.0876 | -7.993 |
| 2 | 0.0767 | -8.836 |
| 3 | 0.0334 | -8.144 |